ORCA calculation (wB97M-V/def2-TZVPD) on one molecule with the formula C3H7NO2 at a distorted geometry.

Its total energy is -323.6424 Eh. The total charge is 0. The calculation puts the relative energy (zero: lowest compared OMol25 entry of this formula, charge and spin) at 86.9 kcal per mole. The SMILES is CNC(=O)CO. As for the frontier orbital gap: 8.90 eV.

Atoms and positions in Å:
1 O -2.191 -0.710 -0.684
2 O -0.090 0.245 1.508
3 N 0.777 0.269 -0.561
4 C -1.826 -0.291 0.522
5 C 2.114 0.102 -0.172
6 C -0.251 0.338 0.267
7 H 2.674 1.002 -0.337
8 H 2.629 -0.709 -0.676
9 H -2.396 0.540 0.881
10 H -2.205 0.077 -1.242
11 H 0.608 0.348 -1.541
12 H -1.912 -1.149 1.150
13 H 2.068 -0.062 0.885

ORCA calculation (wB97M-V/def2-TZVPD) on a 5-piece molecular cluster, C45H96F3N4O3S overall at a distorted geometry.

Its total energy is -2913.7730 Eh. The total charge is +3. The calculation puts the relative energy (zero: lowest compared OMol25 entry of this formula, charge and spin) at 114.7 kcal per mole. As for the frontier orbital gap: 10.24 eV.

Atoms and positions in Å:
1 S -1.159 -0.712 0.805
2 F -0.589 -2.639 -0.987
3 F 0.763 -2.636 0.650
4 F 0.906 -1.078 -0.929
5 O -1.221 0.473 -0.072
6 O -0.537 -0.434 2.112
7 O -2.439 -1.434 0.909
8 N -3.446 -3.370 4.250
9 N -0.602 2.019 -6.509
10 N 5.318 -1.721 1.358
11 N -1.498 4.132 1.056
12 C 6.308 -1.018 -2.538
13 C -1.704 2.165 -8.856
14 C 7.113 -2.100 3.003
15 C 6.186 -1.213 0.138
16 C -2.955 -1.048 -3.692
17 C 0.788 2.471 -5.935
18 C 6.440 -3.418 2.713
19 C 5.836 -1.800 -1.277
20 C 5.923 -1.188 2.716
21 C 0.111 -1.850 -0.186
22 C -0.973 3.829 -0.341
23 C -1.488 3.261 -6.591
24 C -1.499 5.644 1.406
25 C -4.506 -7.531 5.844
26 C -1.296 0.897 -5.750
27 C 3.710 0.455 1.322
28 C -1.649 -5.178 1.003
29 C 2.364 1.020 1.774
30 C 1.289 2.282 -1.899
31 C -4.708 -1.250 3.974
32 C -3.341 -0.911 4.601
33 C -2.514 2.849 -7.750
34 C -2.983 3.583 1.155
35 C 3.280 1.828 -5.753
36 C -3.086 2.560 2.315
37 C 5.808 0.425 -2.610
38 C 0.369 4.421 -0.727
39 C 1.871 1.333 -5.888
40 C -2.907 -2.277 5.215
41 C -4.570 -2.666 3.435
42 C -3.926 -4.663 5.042
43 C -3.793 -6.563 6.670
44 C -1.881 5.961 2.838
45 C 5.382 -3.297 1.507
46 C -2.971 -5.528 5.871
47 C -0.504 1.653 -8.025
48 C -0.743 3.321 2.192
49 C -2.462 -5.082 2.389
50 C -1.827 2.787 3.147
51 C -1.943 1.189 -4.430
52 C -2.063 7.374 3.014
53 C 0.894 3.764 -2.063
54 C 3.853 -1.087 1.141
55 C -2.295 -3.812 3.303
56 C -1.951 0.034 -3.468
57 H -1.932 3.657 -5.678
58 H -2.075 -5.832 3.078
59 H -3.223 2.046 -7.550
60 H -3.700 4.394 1.284
61 H 0.507 1.548 -1.704
62 H -3.489 -5.213 2.048
63 H 1.536 0.840 1.088
64 H -4.000 2.635 2.903
65 H 6.100 -0.127 0.188
66 H -3.184 -7.041 7.437
67 H 7.211 -1.529 0.330
68 H 4.810 0.570 -2.197
69 H -5.492 -3.243 3.515
70 H -3.792 -7.887 5.102
71 H 1.758 0.744 -6.799
72 H -0.991 2.740 -0.314
73 H 6.329 -2.745 -1.505
74 H 3.483 2.429 -6.639
75 H 4.418 -3.690 1.831
76 H -1.192 7.927 2.664
77 H -0.143 2.546 1.716
78 H 3.520 -1.311 0.128
79 H 1.131 4.271 0.038
80 H 4.421 0.862 2.040
81 H -1.399 -3.972 3.903
82 H -4.739 -4.171 5.574
83 H 3.885 0.970 0.377
84 H 0.248 5.503 -0.782
85 H -2.170 6.115 0.688
86 H 1.767 4.351 -2.349
87 H -2.297 1.369 -9.306
88 H -1.398 2.875 -9.625
89 H -0.997 -0.470 -3.310
90 H 2.063 2.111 -1.151
91 H -2.008 -4.518 0.213
92 H 5.831 0.819 -3.626
93 H -4.441 -5.291 4.315
94 H -2.523 -4.795 6.542
95 H -1.673 4.066 -1.141
96 H -3.052 3.723 -8.119
97 H -5.468 -1.290 4.754
98 H 6.412 1.073 -1.975
99 H -0.571 -5.016 1.025
100 H 0.464 1.992 -8.395
101 H -4.334 -2.668 2.371
102 H 5.995 -1.516 -3.455
103 H 7.939 -1.854 2.337
104 H 3.977 0.995 -5.661
105 H 3.380 2.634 -5.027
106 H -3.306 -2.497 6.205
107 H -3.056 1.538 1.937
108 H 6.374 -0.204 2.583
109 H -1.898 0.354 -6.479
110 H 3.222 -1.645 1.833
111 H -2.985 1.488 -4.543
112 H -2.168 0.498 -2.505
113 H 0.603 2.918 -4.958
114 H -0.546 6.112 1.160
115 H 7.191 -4.164 2.455
116 H 5.811 -3.702 3.557
117 H -2.629 -0.579 3.846
118 H -2.915 -1.728 -2.840
119 H 1.152 3.256 -6.597
120 H -1.520 1.836 3.583
121 H -2.086 -5.899 5.354
122 H -4.486 -6.044 7.333
123 H 4.772 -2.002 -1.395
124 H -4.724 -8.421 6.435
125 H -4.914 -0.580 3.139
126 H -2.854 5.478 2.927
127 H 7.396 -1.080 -2.580
128 H 7.462 -1.943 4.023
129 H -1.792 -6.163 0.558
130 H 5.178 -1.182 3.512
131 H -1.881 3.430 4.025
132 H -2.650 -1.594 -4.585
133 H -2.906 7.642 2.377
134 H -1.955 -2.902 2.809
135 H -3.216 3.114 0.199
136 H 5.517 -3.876 0.593
137 H -1.597 2.043 -3.848
138 H -2.359 7.529 4.051
139 H -0.280 0.626 -8.312
140 H 2.492 2.063 2.066
141 H -5.390 -7.036 5.443
142 H 0.101 3.882 -2.802
143 H -0.082 3.992 2.740
144 H -3.993 -0.738 -3.817
145 H -1.823 -2.338 5.317
146 H 2.027 0.459 2.646
147 H -0.836 4.120 -6.747
148 H 1.614 1.962 -2.889
149 H -0.490 0.216 -5.477
150 H 1.617 0.593 -5.128
151 H -1.232 5.518 3.594
152 H -3.346 -0.208 5.434

ORCA calculation (wB97M-V/def2-TZVPD) on C48H53IrN4O8P2SSi2 as an isolated structure.

Its total energy is -4446.4325 Eh. The total charge is -2. The calculation puts the relative energy (zero: lowest compared OMol25 entry of this formula, charge and spin) at 0.0 kcal per mole. As for the frontier orbital gap: 6.62 eV.

Atoms and positions in Å:
1 Ir 0.555 0.118 0.110
2 S -0.399 3.688 4.484
3 P -1.438 0.442 -1.692
4 P -1.678 -1.365 0.503
5 Si 1.182 -0.109 -3.277
6 Si 0.676 -3.404 0.483
7 O -0.160 4.763 3.563
8 O 4.516 1.103 -0.290
9 O 3.835 6.176 -0.886
10 O 1.696 6.833 -1.218
11 O 1.091 0.503 2.092
12 O 1.224 -1.501 3.109
13 O -0.088 3.881 5.878
14 O 2.628 -0.092 -0.227
15 N 0.105 0.081 -1.952
16 N -0.237 -1.978 0.140
17 N 1.131 2.058 -0.040
18 N 0.285 2.285 4.019
19 C -1.319 4.206 -3.326
20 C -3.133 4.159 -1.750
21 C -4.627 2.102 4.047
22 C 0.201 -0.176 -4.894
23 C -3.750 -0.051 -3.262
24 C -5.403 -3.759 -0.833
25 C -2.623 3.016 3.057
26 C -2.350 4.856 -2.662
27 C -1.718 -0.357 3.103
28 C 2.445 2.262 -0.225
29 C 2.599 6.034 -0.896
30 C -2.715 -2.518 2.885
31 C -3.004 -2.668 -3.796
32 C -2.093 3.205 4.326
33 C 3.300 1.010 -0.234
34 C -3.879 2.453 2.926
35 C -1.669 0.262 -0.004
36 C -1.919 -0.395 4.474
37 C -4.348 -1.683 -0.226
38 C -2.871 2.822 -1.493
39 C 0.598 -4.536 -1.042
40 C -4.220 -2.186 -4.262
41 C 1.684 1.962 4.326
42 C 0.306 3.108 -0.005
43 C -5.480 -2.391 -0.600
44 C -4.591 -0.876 -3.996
45 C 2.492 -3.111 0.769
46 C -1.838 2.162 -2.153
47 C 0.751 4.391 -0.253
48 C -3.122 -2.330 -0.093
49 C -2.533 -0.529 -2.786
50 C 1.858 0.448 4.327
51 C 2.096 4.617 -0.516
52 C -2.831 2.893 5.456
53 C -2.166 -1.844 -3.062
54 C -2.942 -2.553 4.254
55 C 1.348 -0.286 3.079
56 C -0.010 -4.397 1.927
57 C -3.053 -3.697 -0.333
58 C -4.187 -4.412 -0.698
59 C 2.955 3.526 -0.453
60 C -5.944 1.394 3.885
61 C -1.071 2.864 -3.077
62 C -2.079 -1.427 2.295
63 C -2.533 -1.496 5.054
64 C -4.102 2.358 5.309
65 C 2.417 1.297 -3.435
66 C 2.123 -1.718 -3.153
67 H -4.042 0.973 -3.062
68 H -4.117 -5.478 -0.881
69 H 1.351 0.002 5.185
70 H -5.539 -0.495 -4.358
71 H 0.065 5.226 -0.273
72 H -3.043 -3.354 2.280
73 H -1.266 0.502 2.635
74 H 3.310 1.114 -2.833
75 H 1.911 2.367 5.312
76 H 0.902 -0.107 -5.732
77 H -4.397 -0.615 -0.043
78 H -0.525 0.634 -5.003
79 H -6.539 1.447 4.797
80 H 0.946 -5.544 -0.797
81 H 3.038 -4.046 0.599
82 H -0.345 -1.116 -4.990
83 H -0.730 2.870 0.194
84 H 0.096 2.068 3.040
85 H 1.255 -4.138 -1.819
86 H 2.921 0.210 4.422
87 H 2.003 2.256 -3.115
88 H -2.519 5.912 -2.830
89 H -1.587 0.438 5.080
90 H 2.933 -1.745 -3.889
91 H -0.403 -4.620 -1.474
92 H 4.017 3.656 -0.608
93 H 0.431 -5.399 1.940
94 H -2.392 3.048 6.433
95 H -3.426 2.279 -0.736
96 H -4.677 2.095 6.189
97 H -3.432 -3.414 4.694
98 H 1.468 -2.573 -3.334
99 H -2.713 -3.693 -3.994
100 H -6.289 -4.311 -1.124
101 H -1.226 -2.219 -2.670
102 H -4.265 2.245 1.936
103 H -4.879 -2.832 -4.830
104 H -6.526 1.820 3.066
105 H -2.041 3.274 2.181
106 H -3.923 4.669 -1.212
107 H -0.233 2.378 -3.559
108 H 0.235 -3.888 2.861
109 H -5.773 0.339 3.655
110 H 2.666 -2.773 1.788
111 H -6.426 -1.874 -0.714
112 H 2.891 -2.345 0.103
113 H -1.095 -4.512 1.884
114 H -0.678 4.757 -4.002
115 H -2.104 -4.208 -0.230
116 H -2.693 -1.528 6.126
117 H 2.352 2.427 3.597
118 H 2.738 1.401 -4.476
119 H 2.564 -1.811 -2.159

In order of appearance, LUMO level = 0.61; -5.04; 3.69 eV.